Density functional theory data (wB97M-V/def2-TZVPD) for a structure of composition C51H48AsF6NNiO3P2S3.

Cartesian coordinates (Å):
Ni 0.29518 -0.94465 0.71617
O 1.49704 -0.91117 4.49151
C 1.42462 -1.31676 3.33743
O 0.35343 -1.36799 2.64040
C 2.68817 -1.86704 2.55905
P 2.64218 -1.14190 0.92214
C 3.44598 0.44185 0.94386
C 2.93864 1.66801 0.52310
C 3.75088 2.79748 0.56198
C 4.97691 2.79238 1.15841
C 5.38474 1.59249 1.80335
C 4.66172 0.42427 1.62907
C 3.68811 -2.13797 -0.19129
C 3.30720 -3.48553 -0.43578
C 4.18650 -4.28934 -1.19675
C 5.31025 -3.75531 -1.82731
C 5.67075 -2.45907 -1.55444
C 4.93060 -1.67713 -0.66372
H 2.68366 -2.96301 2.52316
H 3.55585 -1.55859 3.15101
H 1.91138 1.70527 0.06989
H 3.48981 3.68820 0.04961
H 5.66473 3.60667 1.02078
H 6.26133 1.60041 2.41205
H 5.12306 -0.53935 1.85520
H 2.37815 -3.80557 0.02168
H 3.84786 -5.27396 -1.43138
H 5.91592 -4.31465 -2.55093
H 6.52722 -1.98804 -2.02618
H 5.19535 -0.68425 -0.38360
F -1.23274 -4.90462 1.04106
P -0.78017 -6.18596 2.11037
F -0.54390 -5.13312 3.34481
F -1.02639 -7.15394 0.85958
F -2.33937 -6.25658 2.54568
F 0.80490 -5.99156 1.68302
F -0.43339 -7.44473 3.10373
O -0.18355 -1.49256 -1.20333
C 0.26626 -1.88693 -2.46480
C 0.42346 -3.42847 -2.39690
C -0.10909 -4.29677 -1.52039
C 0.44877 -5.67299 -1.60165
C 1.27011 -5.76283 -2.67899
S 1.45927 -4.26769 -3.53090
C -0.82669 -1.51973 -3.50248
C -0.66930 -0.71020 -4.60179
C -1.89813 -0.31778 -5.26181
C -2.98711 -0.86700 -4.56522
S -2.51670 -1.98921 -3.34141
C 1.56765 -1.14786 -2.76442
C 1.86505 0.20705 -2.46494
C 3.05802 0.75420 -3.07084
C 3.59394 -0.10414 -3.97905
S 2.71269 -1.69495 -3.88089
H -0.87310 -4.01885 -0.72865
H 0.16205 -6.51364 -1.01096
H 1.70635 -6.68808 -2.99340
H 0.34851 -0.42132 -4.95513
H -1.98903 0.23560 -6.19946
H -4.05643 -0.63353 -4.77288
H 1.21294 0.76515 -1.78846
H 3.41060 1.76554 -2.81125
H 4.44613 -0.06518 -4.57742
C 2.68799 4.99136 3.50018
C 1.42285 4.41235 2.82786
C 0.80039 4.89950 1.63822
C -0.07813 4.12820 0.88598
C -0.40287 4.58708 -0.53195
C -0.54049 2.90761 1.39342
As -1.28340 1.52266 0.11983
N -1.49023 -0.18596 0.96566
C -2.50225 -1.09120 0.83703
C -2.49945 -2.28010 1.69401
C -3.50234 -3.23825 1.56118
C -4.72756 -3.01003 0.80948
C -4.71266 -1.86849 0.03884
C -3.71295 -0.86605 0.10903
C -3.06217 2.36339 -0.22349
C -4.01533 2.56778 0.77896
C -3.76185 2.06163 2.20223
C -5.12945 3.38611 0.54614
C -5.31226 4.07678 -0.64896
C -6.31846 5.17809 -0.68088
C -4.45086 3.67478 -1.71697
C -3.29067 2.92802 -1.51456
C -2.32493 2.60189 -2.65894
C -0.31003 2.55636 2.78968
C -0.90593 1.41585 3.67605
C 0.75089 3.26247 3.45387
H 2.62212 6.10869 3.67518
H 3.61959 4.75543 2.96151
H 2.73154 4.69686 4.55265
H 1.19641 5.80070 1.12991
H 0.18985 5.52880 -0.70935
H -1.47710 4.90063 -0.73325
H -0.12979 3.86420 -1.23863
H -1.71832 -2.26179 2.48043
H -3.39402 -4.14306 2.09797
H -5.55998 -3.62866 0.94817
H -5.54719 -1.64936 -0.61530
H -3.97915 0.04227 -0.41334
H -3.32355 1.04803 2.23210
H -4.78078 2.04297 2.71684
H -3.07645 2.75621 2.68289
H -5.82261 3.68363 1.40730
H -6.20953 5.81015 -1.56396
H -6.28393 5.83732 0.21009
H -7.34187 4.81660 -0.81067
H -4.72850 3.98333 -2.67651
H -2.42648 3.19456 -3.59448
H -2.44515 1.51099 -2.86361
H -1.30561 2.76266 -2.23637
H -1.01525 0.44087 3.15084
H -1.85280 1.82138 4.19042
H -0.19602 1.20476 4.49519
H 0.92793 3.09694 4.52279

Forces on atoms 1 to 6 (eV/Å):
0.957 -1.349 -0.961
0.362 -0.307 -0.792
0.681 -0.451 0.491
-0.675 0.228 -0.528
0.200 0.646 1.694
-1.296 -0.581 -1.906

Values from the calculation:
spin multiplicity	4
E_LUMO (spin up / spin down)	2.007 / 0.001	eV
energy	-8473.39905	Ha
charge	-1
energy above the lowest of the compared OMol25 structures with the same formula, charge and spin	0.0	kJ/mol
<S²>	3.805
HOMO energy (spin up / spin down)	-0.215 / -0.217	Eh
gap between HOMO and LUMO (spin up / spin down)	7.859 / 5.892	eV